Model w:
# C2H14N2O3

A cluster of 4 separate species, C2H14N2O3 in total (ωB97M-V/def2-TZVPD, OMol25).

The charge is 0. For the highest occupied orbital energy, the calculation gives -9.17 eV. Its spin multiplicity is 1. Its LUMO energy is 0.8 eV. The value obtained for the orbital gap is 9.94 eV.

```
21
Properties=species:S:1:pos:R:3:lowdin_charge:R:1
C -3.0051 -0.4790 -0.6688 -0.18
N -1.8540 0.3699 -0.4683 -0.16
C -1.5513 0.3025 1.0280 -0.33
N -0.8094 1.4372 1.4912 -0.01
H -3.0785 -0.4769 -1.7354 0.05
H -4.0069 -0.1429 -0.3044 0.08
H -2.7467 -1.6172 -0.3934 0.13
H -2.0635 1.3989 -0.6340 0.13
H -2.5254 0.3986 1.6328 0.13
H -1.0430 -0.6266 1.1807 0.09
H -1.1733 2.3966 1.4168 0.08
H 0.1939 1.4535 1.2374 0.07
O 0.8505 0.4562 -1.6676 -0.10
H 0.1219 0.5349 -1.0166 -0.02
H 0.5940 1.2329 -2.2279 0.06
O 1.9236 -1.0080 1.5382 -0.10
H 1.2916 -1.7298 1.6316 0.02
H 2.0562 -1.0496 0.5393 0.03
O 3.5784 -1.0161 -0.9622 -0.08
H 4.2243 -0.5619 -0.3875 0.06
H 3.3177 -0.2579 -1.5226 0.04
```

=====

Model x:
# C2H14N2O3

A cluster of 4 separate species, C2H14N2O3 in total (ωB97M-V/def2-TZVPD, OMol25).

The charge is 0. For the highest occupied orbital energy, the calculation gives -9.11 eV. Its spin multiplicity is 1. Its LUMO energy is 0.7 eV. The value obtained for the orbital gap is 9.85 eV.

```
21
Properties=species:S:1:pos:R:3:lowdin_charge:R:1
N 0.4075 -2.1783 -1.5085 0.00
C -0.7757 -1.4688 -1.9539 -0.30
C -0.5141 0.0076 -2.1506 -0.27
N -0.3577 0.6322 -0.8060 -0.01
H 0.5336 -3.0828 -1.9182 0.06
H 0.5941 -2.1390 -0.5226 0.05
H -1.6757 -1.6964 -1.3745 0.11
H -0.9895 -1.8640 -2.9384 0.10
H 0.4596 0.1378 -2.6058 0.10
H -1.1916 0.5763 -2.7949 0.10
H 0.0070 1.5718 -0.8951 0.07
H -1.2307 0.5923 -0.2934 0.04
O 1.8919 0.1519 1.3454 -0.07
H 2.1914 1.0178 1.0416 0.06
H 1.5069 -0.1589 0.5106 0.02
O -1.7398 1.5923 1.7198 -0.06
H -1.1466 1.3450 2.4437 0.02
H -1.5016 2.5320 1.7398 0.05
O 0.8552 0.9731 3.7618 -0.08
H 1.6694 0.9719 4.2675 0.03
H 1.0065 0.4861 2.9316 -0.01
```

=====

Tell me which of them is the least stable. Sure, it is model w.

=====

Model w:
# C2H14N2O3

A cluster of 4 separate species, C2H14N2O3 in total (ωB97M-V/def2-TZVPD, OMol25).

The charge is 0. For the highest occupied orbital energy, the calculation gives -9.27 eV. Its spin multiplicity is 1. Its LUMO energy is 0.7 eV. The value obtained for the orbital gap is 9.94 eV.

```
21
Properties=species:S:1:pos:R:3:lowdin_charge:R:1
N 0.9784 -0.2065 -2.1127 -0.03
C 0.9517 -0.2506 -0.6489 -0.32
C 1.7626 0.8051 0.0365 -0.28
N 1.8591 0.8260 1.5054 -0.01
H 0.3049 -0.9718 -2.4884 0.09
H 0.4723 0.6362 -2.5415 0.09
H -0.0774 -0.2555 -0.2944 0.08
H 1.4425 -1.1564 -0.3247 0.11
H 1.4350 1.8463 -0.2126 0.13
H 2.7334 0.6827 -0.3644 0.09
H 2.1755 1.7195 1.7600 0.06
H 2.3268 0.0116 1.8935 0.10
O -0.9101 0.8532 1.8116 -0.07
H 0.0549 0.8249 1.6138 0.00
H -1.1221 1.7626 1.5856 0.06
O -1.9752 -1.9322 -1.7415 -0.07
H -2.1453 -1.4846 -0.8795 0.00
H -1.9829 -2.8393 -1.4833 0.02
O -2.7832 -0.4993 0.6622 -0.06
H -3.5299 -0.1565 1.1162 0.03
H -1.9711 -0.2155 1.1072 -0.02
```

=====

Model x:
# C2H14N2O3

A cluster of 4 separate species, C2H14N2O3 in total (ωB97M-V/def2-TZVPD, OMol25).

The charge is 0. For the highest occupied orbital energy, the calculation gives -9.09 eV. Its spin multiplicity is 1. Its LUMO energy is 0.6 eV. The value obtained for the orbital gap is 9.68 eV.

```
21
Properties=species:S:1:pos:R:3:lowdin_charge:R:1
C 2.7019 -0.2465 -0.7148 -0.11
N 1.3198 -0.7418 -1.0625 -0.13
C 0.7866 0.2438 -2.0069 -0.36
N -0.3567 -0.2217 -2.7700 0.00
H 3.2591 -0.9559 -0.1135 0.08
H 3.2062 0.1548 -1.5886 0.07
H 2.4639 0.6170 -0.0946 0.08
H 1.3672 -1.6037 -1.6072 0.11
H 1.5257 0.4936 -2.7874 0.10
H 0.6172 1.1907 -1.4763 0.12
H -0.9812 -0.8259 -2.2596 0.06
H -0.8214 0.5391 -3.2441 0.07
O 1.2422 -0.9972 1.7778 -0.09
H 1.0032 -1.0940 0.8374 -0.01
H 0.5378 -1.4779 2.2354 0.03
O -3.2610 1.6934 0.5592 -0.08
H -2.9020 1.0988 1.2342 0.02
H -4.0413 1.1912 0.2536 0.04
O -2.7512 0.3839 3.9214 -0.04
H -2.8644 -0.3144 4.5437 0.02
H -2.0516 0.8725 4.3629 0.04
```

=====

Model y:
# C2H14N2O3

A cluster of 4 separate species, C2H14N2O3 in total (ωB97M-V/def2-TZVPD, OMol25).

The charge is 0. For the highest occupied orbital energy, the calculation gives -8.36 eV. Its spin multiplicity is 1. Its LUMO energy is 0.5 eV. The value obtained for the orbital gap is 8.85 eV.

```
21
Properties=species:S:1:pos:R:3:lowdin_charge:R:1
C -0.2453 0.9161 1.4256 -0.17
N 0.4204 2.1508 1.1044 -0.13
C -0.2433 3.0204 0.1246 -0.32
N 0.6471 3.2386 -1.0280 -0.02
H -0.7742 0.4110 0.5589 0.08
H 0.4809 0.2316 1.7022 0.05
H -1.2651 0.9283 1.8770 0.08
H 0.9045 2.6229 1.8645 0.11
H -0.5557 3.9604 0.5078 0.08
H -1.2341 2.5498 -0.3175 0.15
H 1.5844 3.6883 -0.8451 0.09
H 0.6464 2.4118 -1.5543 0.02
O 0.6262 -1.8665 -2.7294 0.06
H 0.4949 -1.8998 -3.6086 -0.01
H 0.9422 -1.0673 -2.5098 -0.02
O -1.5708 -3.7473 1.5207 -0.04
H -1.5310 -3.2378 0.7639 -0.03
H -0.9223 -3.3193 2.0726 0.03
O 0.4856 -3.3236 -0.0490 -0.09
H 0.4144 -4.3162 0.1047 0.08
H 0.6949 -3.3523 -0.9853 0.00
```

=====

Model z:
# C2H14N2O3

A cluster of 4 separate species, C2H14N2O3 in total (ωB97M-V/def2-TZVPD, OMol25).

The charge is 0. For the highest occupied orbital energy, the calculation gives -9.23 eV. Its spin multiplicity is 1. Its LUMO energy is 0.7 eV. The value obtained for the orbital gap is 9.89 eV.

```
21
Properties=species:S:1:pos:R:3:lowdin_charge:R:1
N -0.6304 -0.6622 -1.6493 -0.03
C -1.3389 -1.0337 -0.3604 -0.27
C -0.5948 -0.4099 0.8182 -0.26
N 0.9117 -0.3094 0.7536 0.04
H -1.2470 -0.5851 -2.4601 0.06
H 0.0267 -1.4693 -1.8020 0.07
H -1.2593 -2.1261 -0.1936 0.09
H -2.4361 -0.8550 -0.4220 0.11
H -1.1085 0.5681 1.0010 0.10
H -0.8083 -1.0609 1.7477 0.12
H 1.2937 -0.4639 -0.0854 -0.01
H 1.2292 0.5495 0.9467 0.00
O 1.5706 -4.0315 -0.6104 -0.08
H 2.5125 -4.1683 -0.3322 0.06
H 1.3594 -3.1467 -0.3027 0.00
O -0.2204 3.1711 1.9305 -0.07
H 0.2120 3.8540 1.4556 0.00
H -0.5023 3.5677 2.8253 0.09
O 0.5483 3.1769 -1.0986 -0.04
H 0.3939 2.6432 -0.3318 -0.02
H 0.0879 2.7915 -1.8300 0.02
```

=====

Tell me which of them is the least stable. Sure, it is model y.

=====

Model w:
# C4H8IN2

The ion C4H8IN2 with charge +1 (ωB97M-V/def2-TZVPD, OMol25).

The charge is +1. For the highest occupied orbital energy, the calculation gives -14.08 eV. Its spin multiplicity is 1. Its LUMO energy is -4.6 eV. The value obtained for the orbital gap is 9.45 eV.

```
15
Properties=species:S:1:pos:R:3:lowdin_charge:R:1
C 0.9130 -1.3655 0.4465 -0.05
N 0.0588 -0.5244 -0.2881 -0.15
C 0.6453 0.6600 -0.8613 -0.11
C 0.0899 1.7365 -0.0713 -0.09
N -0.9068 1.4769 0.6582 0.04
C -1.1696 0.1750 0.7926 -0.58
I -3.1209 -0.3519 -0.0818 0.90
H 0.2786 -2.2301 0.7167 0.12
H 1.8453 -1.6990 -0.1298 0.14
H 1.2559 -0.8264 1.4110 0.15
H -0.6329 -0.9958 -0.8699 0.09
H 0.1073 0.9309 -1.8177 0.18
H 1.6539 0.7504 -1.0766 0.13
H 0.1890 2.7509 -0.4804 0.16
H -1.2068 -0.4876 1.6519 0.08
```

=====

Model x:
# C4H8IN2

A cluster of 2 separate species, C4H8IN2 in total (ωB97M-V/def2-TZVPD, OMol25).

The charge is +1. For the highest occupied orbital energy (spin up / spin down), the calculation gives -12.76 / -12.29 eV. Its spin multiplicity is 1. Its LUMO energy (spin up / spin down) is -5.3 / -6.0 eV. The value obtained for the orbital gap (spin up / spin down) is 7.45 / 6.29 eV.

```
15
Properties=species:S:1:pos:R:3:lowdin_charge:R:1
C 1.0734 -1.3110 0.6993 -0.03
C -0.1613 -0.5680 -1.0382 -0.10
C -0.1468 0.4456 0.0634 -0.42
C -0.3759 1.9183 -0.1249 -0.06
N 0.7114 -0.0837 0.9982 0.11
N 0.4849 -1.7736 -0.4164 0.15
I -2.7727 -0.0650 1.4724 0.21
H 1.8009 -1.7665 1.2799 0.15
H -1.1679 -0.9110 -1.3300 0.13
H 0.1447 -0.2653 -2.0001 0.13
H -1.4657 2.0809 -0.3756 0.08
H 0.4273 2.0720 -0.9283 0.13
H -0.2282 2.3523 0.9157 0.11
H 1.1940 0.5495 1.6824 0.22
H 0.4818 -2.6746 -0.8979 0.19
```

=====

Tell me which of them is the least stable. Sure, it is model w.

=====

Model w:
# C4H26N2O7

A cluster of 8 separate species, C4H26N2O7 in total (ωB97M-V/def2-TZVPD, OMol25).

The charge is 0. For the highest occupied orbital energy, the calculation gives -9.49 eV. Its spin multiplicity is 1. Its LUMO energy is 0.5 eV. The value obtained for the orbital gap is 9.98 eV.

```
39
Properties=species:S:1:pos:R:3:lowdin_charge:R:1
C 1.7531 0.7322 -0.1668 -0.13
C 1.2814 1.1086 -1.5859 -0.24
C 0.4616 -0.0409 -2.1789 -0.21
N -0.9318 -0.0235 -1.5246 -0.08
C -1.8555 -1.1654 -1.8668 -0.31
N -3.1094 -1.0910 -1.1660 -0.02
H 2.3234 -0.2057 -0.1429 0.05
H 0.9433 0.6839 0.6213 0.04
H 2.4976 1.4726 0.3260 0.12
H 0.7790 2.1127 -1.5479 0.07
H 2.1239 1.3113 -2.2878 0.12
H 1.1023 -0.9217 -2.2107 0.11
H 0.3600 0.1523 -3.2759 0.12
H -0.7925 0.1379 -0.4732 0.10
H -2.2220 -1.1135 -2.9229 0.12
H -1.3839 -2.1720 -1.6873 0.12
H -3.7572 -0.3410 -1.4887 0.08
H -3.1357 -1.0813 -0.1191 0.08
O 1.3281 0.1115 3.2610 -0.06
H 1.5890 1.0848 3.2024 0.11
H 1.9264 -0.4245 2.7885 -0.05
O -0.8283 0.5115 1.6002 -0.12
H -0.0324 0.2314 2.0485 -0.03
H -0.6954 1.4927 1.4651 0.06
O -0.1293 2.9204 0.3651 -0.10
H 0.7047 2.9077 -0.0808 0.00
H -0.7153 3.0861 -0.4630 0.06
O 2.8967 -1.2885 1.6474 -0.04
H 2.2568 -1.7886 1.1469 -0.01
H 3.4243 -1.8291 2.1939 0.05
O -1.0162 -2.1436 1.9676 -0.02
H -0.3512 -2.1225 2.5896 0.01
H -1.2042 -1.3034 1.5305 0.01
O -1.2349 2.6051 -2.0374 -0.07
H -1.9843 2.8988 -2.5291 0.05
H -1.3488 1.6401 -2.0559 0.01
O 0.9031 -2.4062 0.2606 -0.08
H 0.1504 -2.7606 0.7528 0.02
H 0.5327 -1.6346 -0.2713 0.04
```

=====

Model x:
# C4H26N2O7

A cluster of 8 separate species, C4H26N2O7 in total (ωB97M-V/def2-TZVPD, OMol25).

The charge is 0. For the highest occupied orbital energy, the calculation gives -8.90 eV. Its spin multiplicity is 1. Its LUMO energy is 0.4 eV. The value obtained for the orbital gap is 9.31 eV.

```
39
Properties=species:S:1:pos:R:3:lowdin_charge:R:1
C 2.5132 2.6294 1.4236 -0.09
C 1.6555 1.3986 1.0643 -0.22
C 0.6457 1.6519 -0.0633 -0.39
N -0.5755 2.3320 0.4098 0.05
C 0.2261 0.3999 -0.8355 -0.24
N -0.8052 0.5673 -1.8354 0.02
H 3.5391 2.3946 1.1373 0.07
H 2.2611 3.4815 0.7869 0.07
H 2.4951 2.9413 2.4638 0.07
H 1.1852 0.9108 1.9222 0.09
H 2.3616 0.6278 0.7369 0.09
H 1.2410 2.3208 -0.7011 0.13
H -0.5828 2.4598 1.4190 0.09
H -0.5835 3.2950 0.1112 0.08
H 1.0872 -0.0810 -1.2999 0.09
H -0.2081 -0.2605 -0.0890 0.08
H -1.6611 0.0935 -1.6170 0.01
H -0.9325 1.4941 -2.2054 0.07
O 0.3705 -1.4650 2.1511 -0.07
H -0.0187 -1.4419 1.2630 -0.02
H 0.7145 -2.3584 2.2849 0.05
O 3.6109 -2.0441 -0.7851 -0.05
H 3.2453 -1.2685 -0.3506 0.01
H 3.2814 -2.8733 -0.4335 0.04
O -2.9160 -1.3432 2.5059 -0.06
H -2.9383 -1.1574 3.4472 0.03
H -2.0240 -1.1540 2.1955 0.00
O 3.1931 0.5850 -2.4576 -0.05
H 3.1714 -0.3775 -2.5267 0.03
H 2.2761 0.8667 -2.4501 0.01
O -2.9421 -1.6849 -1.2874 -0.05
H -2.9244 -1.5644 -2.2370 0.07
H -3.4170 -1.0256 -0.7681 0.03
O -0.7946 -2.6871 -0.0402 -0.08
H -1.1017 -3.4037 0.5190 0.05
H -1.5565 -2.1910 -0.4101 0.00
O -3.3540 0.9795 -0.4170 -0.07
H -4.1522 1.2403 0.0504 0.05
H -2.6062 1.5151 -0.1059 0.01
```

=====

Tell me which of them is the least stable. Sure, it is model w.

=====

Model w:
# C13H10CrN2O4

A structure of composition C13H10CrN2O4 (ωB97M-V/def2-TZVPD, OMol25).

The charge is +2. For the highest occupied orbital energy (spin up / spin down), the calculation gives -14.76 / -15.48 eV. Its spin multiplicity is 5. Its LUMO energy (spin up / spin down) is -8.1 / -11.9 eV. The value obtained for the orbital gap (spin up / spin down) is 6.66 / 3.62 eV.

```
30
Properties=species:S:1:pos:R:3:lowdin_charge:R:1
Cr 0.1016 -0.2381 -1.4150 0.29
O 1.0317 2.5859 -0.6606 0.18
C 0.6136 1.5569 -1.0328 -0.10
C -0.0687 -2.1478 -1.4627 -0.08
O -0.1509 -3.2527 -1.0950 0.18
C 2.0219 -0.4675 -1.2447 -0.06
O 3.0389 -0.5116 -0.6515 0.17
C -1.8101 -0.1815 -1.0026 -0.06
O -2.8761 -0.2380 -0.5330 0.18
C 0.2575 0.2981 -4.9485 -0.09
H -0.6547 0.9168 -4.9779 0.06
H 1.2217 0.8332 -4.9593 0.07
C 0.1944 -1.0308 -5.0128 -0.08
H 1.1026 -1.6503 -5.0769 0.07
H -0.7711 -1.5538 -5.0960 0.07
N 0.9201 -1.2987 2.5327 0.21
C 1.0616 -1.3879 1.1774 -0.06
N 0.3250 -0.4589 0.6180 0.00
C -0.3328 0.2974 1.6602 -0.13
C -1.1586 1.4284 1.6468 0.11
C -1.3835 2.0804 2.8680 0.06
C -0.9498 1.5862 4.0876 0.02
C -0.2379 0.3854 4.1315 0.14
C 0.0707 -0.2367 2.8897 -0.08
H 1.3302 -1.9691 3.1480 0.18
H 1.6871 -2.1732 0.7329 0.18
H -1.6123 1.7466 0.7090 0.13
H -1.9116 3.0047 2.8855 0.14
H -1.1488 2.1136 4.9958 0.14
H 0.0881 -0.0367 5.0864 0.16
```

=====

Model x:
# C13H10CrN2O4

A structure of composition C13H10CrN2O4 (ωB97M-V/def2-TZVPD, OMol25).

The charge is +2. For the highest occupied orbital energy (spin up / spin down), the calculation gives -15.04 / -15.83 eV. Its spin multiplicity is 5. Its LUMO energy (spin up / spin down) is -8.1 / -10.2 eV. The value obtained for the orbital gap (spin up / spin down) is 6.90 / 5.66 eV.

```
30
Properties=species:S:1:pos:R:3:lowdin_charge:R:1
Cr 0.2268 1.4255 -0.8236 0.38
C 0.5183 1.9675 0.9638 -0.04
O 0.6904 2.2082 2.0914 0.25
C 0.0529 3.2049 -1.5729 -0.06
O 0.1008 4.1189 -2.2869 0.23
C -1.5725 0.9600 -1.0685 -0.04
O -2.5016 0.2873 -1.1785 0.26
C 2.0829 1.5038 -1.2920 -0.05
O 3.1138 1.5286 -1.8201 0.26
C 0.3403 0.4267 -2.8357 -0.08
H 1.2513 -0.1609 -2.9537 0.10
H -0.5673 -0.1736 -2.9111 0.10
C 0.3285 1.7593 -3.2098 -0.11
H -0.5824 2.2193 -3.5890 0.12
H 1.2369 2.2425 -3.5668 0.12
N 1.0286 -2.3814 0.4780 0.18
C 1.2148 -1.2885 -0.3101 -0.07
N 0.4094 -0.3097 0.0915 -0.06
C -0.2854 -0.7541 1.2482 -0.21
C -1.1629 -0.1127 2.1135 -0.02
C -1.7177 -0.8901 3.1496 -0.02
C -1.3930 -2.2385 3.3676 -0.02
C -0.5165 -2.8714 2.4873 0.04
C 0.0763 -2.0813 1.4864 -0.13
H 1.5187 -3.2740 0.3737 0.20
H 1.9882 -1.1823 -1.0774 0.15
H -1.3372 0.9723 2.0884 0.11
H -2.4189 -0.3945 3.8163 0.13
H -1.8314 -2.7801 4.2008 0.13
H -0.2920 -3.9317 2.5395 0.13
```

=====

Tell me which of them is the least stable. Sure, it is model x.

=====

Model w:
# C2H7S

A cluster of 2 separate species, C2H7S in total (ωB97M-V/def2-TZVPD, OMol25).

The charge is -1. For the highest occupied orbital energy, the calculation gives -2.39 eV. Its spin multiplicity is 1. Its LUMO energy is 4.3 eV. The value obtained for the orbital gap is 6.67 eV.

```
10
Properties=species:S:1:pos:R:3:lowdin_charge:R:1
S 0.5130 -2.0888 1.9880 -0.34
H 0.6897 -1.2997 3.0596 -0.50
C -0.1730 -0.1688 -1.1055 -0.22
C -0.1206 1.0188 -0.1722 -0.21
H 0.0750 0.0676 -2.1450 0.05
H -1.1431 -0.6630 -1.0954 0.06
H 0.5651 -0.9057 -0.7907 0.01
H -0.4482 1.9440 -0.6526 0.04
H -0.8195 0.9040 0.6500 0.05
H 0.8615 1.1918 0.2637 0.06
```

=====

Model x:
# C2H7S

A cluster of 2 separate species, C2H7S in total (ωB97M-V/def2-TZVPD, OMol25).

The charge is -1. For the highest occupied orbital energy, the calculation gives -1.91 eV. Its spin multiplicity is 1. Its LUMO energy is 2.6 eV. The value obtained for the orbital gap is 4.56 eV.

```
10
Properties=species:S:1:pos:R:3:lowdin_charge:R:1
C 4.7759 3.4787 -0.3925 -0.06
H 4.1677 4.3329 -0.1743 0.00
H 4.3574 2.4945 -0.4149 0.00
H 5.5886 3.5870 0.4043 0.04
H 5.1441 3.5820 -1.4476 0.03
C -4.8933 -3.4449 0.2418 -0.72
S -3.5704 -2.7859 1.4796 -0.18
H -4.5115 -3.8318 -0.6940 -0.04
H -5.0867 -4.4052 0.7050 -0.07
H -5.9718 -3.0073 0.2928 0.01
```

=====

Tell me which of them is the least stable. Sure, it is model x.